1.
# C22H24IN4O6Pd

C22H24IN4O6Pd as an isolated structure at a distorted geometry (wB97M-V/def2-TZVPD, the Open Molecules 2025 dataset).

## Properties
Kohn-Sham gap (alpha / beta) = 7.68 / 7.67 eV
E = -53024.6545 eV
HOMO energy (alpha / beta) = -11.70 / -11.70 eV
Energy above the lowest of the compared OMol25 structures with the same formula, charge and spin = 25.5 kcal/mol
Net charge = +1
Maximum force = 0.0338 hartree/bohr
Multiplicity = 1

XYZ file:
```
58
Properties=species:S:1:pos:R:3:forces:R:3:lowdin_charge:R:1
H 2.86454 -4.57191 1.97924 0.0 0.0 0.0 0.101
N -1.04291 0.79782 2.38593 0.2 -0.5 -0.2 -0.060
H 4.36417 -3.65484 1.85571 0.0 0.0 0.0 0.092
O 0.89228 -1.15421 1.42369 -0.2 -0.4 -0.5 -0.135
C -2.90862 0.02059 -1.37735 -0.1 0.2 -0.1 -0.129
H -2.38670 2.51845 0.35931 0.0 0.0 0.0 0.168
H 2.60467 -1.02662 3.19064 0.0 0.0 0.0 0.094
C 3.35871 -3.75221 1.46051 0.0 0.1 0.0 -0.010
C 1.61987 2.22575 -0.83063 0.0 -0.1 0.0 -0.371
H 0.75238 -0.29524 -0.96149 0.5 0.1 -0.6 0.043
C -0.44731 1.87832 2.91191 0.0 -0.1 -0.2 -0.106
C -1.41975 1.44741 5.04519 0.0 0.0 0.1 -0.033
H -0.24046 -3.08681 0.16319 0.0 0.0 0.0 0.046
H 1.30352 -3.39554 -0.62082 0.0 0.0 0.0 0.110
H 3.42964 -3.99328 0.40211 0.0 0.0 0.0 0.098
C -0.61492 2.23296 4.23558 0.0 0.1 0.1 -0.034
C 0.99430 -0.76132 -3.04124 0.0 0.1 -0.1 -0.053
O -1.38749 -1.70261 -1.05436 0.5 -0.1 0.2 -0.150
C 1.57613 1.35737 -2.04334 0.1 0.3 0.0 -0.160
H 2.12871 4.19556 -1.47845 0.0 0.0 0.0 0.098
C 1.07671 0.06745 -1.93685 0.0 -0.3 0.1 -0.045
H 3.52465 3.16417 -1.19048 0.0 0.0 0.0 0.096
H -2.67240 -0.31083 5.11677 0.0 0.0 0.0 0.106
H 2.41458 2.81663 -3.38609 0.0 0.0 0.0 0.114
H 2.20917 1.38065 -5.37201 0.0 0.0 0.0 0.112
O -5.98151 1.39085 -2.86134 0.0 0.0 0.0 0.128
H 1.30390 -0.91046 -5.16014 0.0 0.0 0.0 0.114
O -5.10078 -0.57183 -3.42715 0.0 0.2 0.1 0.148
N -2.18946 0.67437 -0.48182 0.3 -0.3 0.3 -0.040
C 2.00528 1.81920 -3.28432 0.1 0.0 -0.1 -0.021
H -1.56558 1.70130 6.08759 0.0 0.0 0.0 0.123
H -0.12139 3.11329 4.62267 0.0 0.0 0.0 0.118
H -4.52662 2.82784 -1.03631 0.1 0.0 0.0 0.154
C 2.53269 3.42219 -0.81976 0.0 0.0 -0.1 -0.001
O -2.95876 -1.97147 -2.62223 0.0 -0.1 0.0 0.098
C -4.00473 0.79589 -1.77371 -0.1 0.0 0.0 -0.022
H 0.59295 -1.76085 -2.94084 0.0 0.0 0.0 0.108
C 1.44485 -2.27194 1.17840 -0.1 0.1 0.0 -0.440
N 2.65165 -2.48379 1.67002 0.2 0.0 0.2 -0.114
C -2.41077 -1.32857 -1.74148 0.2 -0.2 0.0 -0.551
H -4.31297 -1.13088 -3.20604 0.0 -0.1 0.0 0.072
Pd -0.71705 -0.33793 0.44494 -1.0 1.3 0.5 0.898
C 0.79845 -3.33105 0.34598 0.0 0.0 0.1 0.024
O 0.92236 1.97065 0.13891 0.0 0.0 0.0 0.014
C 1.89863 1.00738 -4.40514 0.0 0.0 0.1 -0.056
C 3.29003 -1.41092 2.43965 0.0 -0.1 0.0 -0.001
C 1.39400 -0.28047 -4.28452 0.0 0.0 0.0 -0.051
C -5.12372 0.55978 -2.74184 0.1 -0.1 -0.1 -0.490
I -2.65905 -1.62968 2.27406 -0.6 -0.4 0.7 1.064
H 0.17194 2.44727 2.23154 0.0 -0.1 0.0 0.098
C -3.89237 1.95595 -1.03789 0.0 0.1 0.0 0.041
H 2.59811 3.82346 0.18729 0.0 0.0 0.0 0.086
C -2.03903 0.32472 4.51646 0.1 0.2 0.0 -0.107
H 0.86521 -4.30757 0.82458 0.0 0.0 0.0 0.098
N -2.79596 1.84609 -0.26904 0.1 0.0 0.1 0.072
H 4.17563 -1.80621 2.92672 0.0 0.0 0.0 0.092
H 3.57335 -0.58745 1.78498 0.0 0.0 0.0 0.101
C -1.81276 0.04312 3.18315 0.0 0.0 -0.3 -0.747
```
Positions in Å, forces in eV/Å.



2.
# C3HO2S3

A 3-piece molecular cluster, C3HO2S3 overall at a distorted geometry (wB97M-V/def2-TZVPD, the Open Molecules 2025 dataset).

## Properties
Kohn-Sham gap = 5.36 eV
E = -39725.5823 eV
HOMO energy = -2.25 eV
Energy above the lowest of the compared OMol25 structures with the same formula, charge and spin = 78.4 kcal/mol
Net charge = -1
Maximum force = 0.0713 hartree/bohr
Multiplicity = 1

XYZ file:
```
9
Properties=species:S:1:pos:R:3:forces:R:3:lowdin_charge:R:1
C 1.76638 1.56241 -0.34566 2.7 -1.8 -0.3 -0.589
O 2.67237 0.82690 -0.43056 -0.5 0.2 0.1 0.116
S 0.34520 0.29973 1.85958 0.5 0.0 1.1 0.375
C -3.07387 -0.56427 -0.68007 0.1 0.1 0.2 -0.631
S -3.30580 -1.88330 0.08494 -0.2 -0.1 0.0 0.490
C -0.54062 -0.08491 0.55815 -1.8 0.4 -0.4 -1.263
O 0.98682 2.38465 -0.35811 -2.0 2.0 -0.1 0.177
H 1.13359 -1.36524 -0.08066 3.4 -1.0 1.1 -0.228
S 0.01594 -1.17598 -0.60761 -2.2 0.2 -1.5 0.553
```
Positions in Å, forces in eV/Å.



3.
# C24H48F2O15

A 5-piece molecular cluster, C24H48F2O15 overall at a distorted geometry (wB97M-V/def2-TZVPD, the Open Molecules 2025 dataset).

## Properties
Kohn-Sham gap = 9.56 eV
E = -61807.3287 eV
HOMO energy = -9.09 eV
Energy above the lowest of the compared OMol25 structures with the same formula, charge and spin = 0.0 kcal/mol
Maximum force = 0.0941 hartree/bohr
SMILES string = O=C1OC[C@@H](F)O1.O=C1OC[C@@H](F)O1.COCCOCCOC.COCCOCCOC.COCCOCCOC
Multiplicity = 1

XYZ file:
```
89
Properties=species:S:1:pos:R:3:forces:R:3:lowdin_charge:R:1
H -6.58816 -1.06806 0.83794 0.6 0.0 0.4 0.150
C 0.03709 1.68468 3.06585 0.4 0.0 0.6 -0.211
H -3.52760 -4.43806 2.16379 0.0 0.3 -0.2 0.085
H -2.60121 0.62440 -3.11141 -0.6 -0.4 -0.1 0.087
H 5.40370 4.19168 -1.40233 -0.1 -0.8 -0.5 0.112
O 1.47018 0.41366 4.61420 -0.9 -0.2 0.4 -0.172
C -5.25003 0.91046 -0.14813 -0.4 1.1 0.1 -0.217
H -0.31076 0.85255 -4.68681 -0.4 -0.2 0.1 0.075
C -1.54116 -0.83808 0.48088 -1.5 -0.4 -2.2 -0.271
C 4.25243 3.55226 2.10260 1.3 -0.1 -0.9 -0.122
H -2.37838 -1.44191 -1.47179 -0.4 -0.3 1.1 0.149
H -5.11502 1.80618 0.50134 -0.2 -0.1 -0.5 0.145
C -1.10400 -5.26428 0.03861 -3.4 1.1 -3.2 -0.523
C 1.53638 -0.84058 3.94916 -0.2 0.5 0.3 -0.100
O -2.22707 -5.24325 -0.44889 2.4 -0.4 1.2 0.130
O 1.45700 0.40389 -5.51394 -0.9 0.6 -0.9 -0.165
C 0.51030 -4.87308 1.43600 -0.7 -0.2 -0.9 -0.277
H 4.76241 0.54308 -2.58878 0.3 -0.2 0.5 0.130
O -3.25302 1.44060 -1.26982 0.9 0.8 -0.5 -0.164
C 0.16982 0.95323 4.42585 -1.2 -0.1 -1.1 -0.200
H -5.93072 -2.07768 2.97902 -0.6 0.1 0.3 0.124
O -0.87130 -5.21302 1.35658 1.3 -0.3 -0.6 0.139
H 0.21081 3.60973 1.36353 -0.2 0.2 -0.4 0.117
C 3.81938 0.63073 -4.98931 -1.2 0.0 0.8 -0.166
H 5.64787 2.59132 -0.70208 0.3 -0.1 0.0 0.093
C 1.11608 -5.36944 0.13145 -0.3 -0.2 0.8 -0.048
H -3.34594 -3.11992 3.34752 1.0 0.9 0.1 0.074
C 3.73765 0.90521 -2.62953 0.1 -2.1 -0.9 -0.245
H 0.39009 1.00205 2.26471 -0.5 0.2 0.2 0.099
F 0.57915 -3.53213 1.33268 0.1 1.1 0.8 0.085
H 3.58616 1.14351 -0.56260 0.0 -0.2 -0.1 0.138
H -0.66202 0.16406 4.38040 1.2 0.6 0.4 0.128
H -2.63522 2.38823 -3.08739 -0.3 0.3 0.2 0.097
H -6.09714 0.21017 1.98952 -0.1 -0.4 0.0 0.139
H 0.60149 -1.35450 4.17797 0.0 -0.5 -0.3 0.074
H 2.38970 4.71762 0.75729 0.7 0.0 -1.1 0.103
H -1.00869 2.03481 2.86278 0.5 -0.6 0.1 0.139
H 2.36973 -1.43999 4.33871 0.0 0.4 -0.4 0.094
H -0.06850 1.64017 5.23771 0.3 0.0 0.0 0.123
C 1.15409 3.28449 1.79513 0.7 -0.4 0.1 -0.167
H 0.83927 -5.22192 2.37320 0.8 -0.3 1.0 0.158
H 4.01272 2.47696 1.97206 -0.5 0.5 -0.1 0.089
C 3.30038 1.70455 -1.46727 0.5 -0.5 0.5 -0.212
C -3.98816 -3.55610 2.61313 -1.9 -1.7 0.6 -0.126
H -2.34412 -0.12859 0.54790 0.1 0.7 0.3 0.136
H 4.65044 3.94720 1.09325 -0.7 -0.5 1.4 0.096
H -6.33354 0.72266 -0.24511 0.2 0.5 -0.6 0.125
C -2.51371 1.49918 -2.47336 1.0 -0.3 0.6 -0.093
H 3.89758 1.24602 -5.84629 0.3 1.0 -0.7 0.116
C 5.15070 3.11191 -1.53719 1.7 0.9 1.7 -0.149
O 3.58138 1.49756 -3.87186 0.4 1.1 -1.5 -0.123
O -0.39978 -0.27972 -0.19516 -0.3 -0.1 2.1 0.113
H 5.08362 3.53755 2.81526 -0.1 0.3 -0.1 0.085
H 0.94453 0.19953 -3.49206 -0.5 0.6 -1.0 0.100
H -1.52046 1.42800 -2.08031 1.0 0.4 -0.3 0.074
O 0.02140 -5.15554 -0.75175 -1.0 -1.2 1.5 0.074
H -4.84856 -3.89985 3.26119 0.6 -0.2 -0.5 0.100
O -4.54062 -2.70442 1.64709 0.4 0.9 0.5 -0.168
C 0.72927 0.85214 -4.40100 0.9 -0.2 1.1 -0.095
O 3.81191 2.98417 -1.39891 -2.5 1.3 -0.1 -0.168
C 2.63789 -0.25815 -5.28094 0.4 -1.7 0.2 -0.245
C 0.23573 -1.34285 -0.74189 1.4 0.4 -1.0 -0.636
H -2.48054 -2.76235 -0.19436 -0.3 -0.6 0.2 0.109
C -5.72136 -0.66495 1.42245 -1.0 1.4 -0.6 -0.207
H 1.01918 1.87141 -4.13194 0.0 0.0 0.1 0.091
H 5.52546 2.69683 -2.44089 0.4 -0.1 -1.1 0.073
H -4.43175 -1.19645 3.05211 0.2 0.4 0.0 0.131
O 0.89441 2.80180 3.11825 0.4 0.6 -0.8 -0.136
O -4.73659 -0.17703 0.53434 0.5 -1.3 0.5 -0.143
H 4.68866 -0.01681 -4.96442 0.6 0.1 0.7 0.126
O -0.60353 -2.27354 -1.04731 -2.0 -2.0 0.2 0.075
H 2.89397 -0.81125 -6.22626 -0.3 0.3 0.8 0.143
H 3.05613 0.05441 -2.65167 0.3 -0.6 0.7 0.101
C -1.94719 -1.91628 -0.55826 1.7 1.6 -0.9 0.039
O 3.24401 4.36456 2.65324 -0.1 -0.4 -1.2 -0.165
H -5.16514 1.76638 -2.11876 0.8 -0.3 0.4 0.146
H 2.22844 1.69993 -1.49131 -0.7 0.7 0.2 0.119
H 2.45048 -0.99810 -4.46319 0.4 0.2 -0.5 0.130
H 1.60632 5.36163 2.14523 -0.3 0.2 0.1 0.119
H 1.50615 2.40859 1.18930 0.0 0.7 0.2 0.120
C -4.53914 1.07721 -1.47787 -2.9 -1.4 -0.3 -0.257
H 1.86380 -4.65984 -0.12754 1.0 0.2 -0.4 0.134
C -5.16412 -1.62201 2.36792 1.0 -1.8 -0.2 -0.202
H -4.56339 0.04924 -1.94135 -0.1 0.8 0.0 0.142
H 1.45639 -6.41038 0.17160 -0.1 0.2 -0.2 0.147
C 2.13691 4.49985 1.76342 -1.1 -1.0 2.3 -0.169
H 1.58101 -0.60264 2.88493 0.3 -0.8 -0.2 0.081
O 1.39366 -1.41318 -1.03006 0.4 0.7 0.3 0.146
F -1.28568 -1.37211 1.70399 0.6 0.2 -0.1 0.075
```
Positions in Å, forces in eV/Å.